No. 1
This record from the OMol25 dataset describes a 2-piece molecular cluster, C6H10 overall. The level of theory is wB97M-V/def2-TZVPD.

Its orbital gap (spin up / spin down) is 8.417 / 8.401 eV. Its spin multiplicity is 1. The total charge is 0. The calculation puts the energy relative to the best compared isomer or geometry (same formula, charge and spin) at 135.7 kcal/mol.

Each line ends with the natural charge from an NBO analysis.
Element x y z (Å)
C1 -1.69 1.15 -1.02  -0.61
C2 -0.46 0.22 1.09  -0.14
C3 0.72 0.18 -0.64  -0.42
C4 1.95 -1.96 1.45  -0.24
C5 0.87 0.33 0.87  -0.22
C6 -0.82 0.07 -0.38  -0.24
H1 -1.70 1.01 -2.11  0.21
H2 1.73 0.46 1.53  0.24
H3 2.46 -1.82 0.47  0.08
H4 -1.30 2.15 -0.81  0.21
H5 -2.72 1.09 -0.67  0.21
H6 1.01 1.07 -1.23  0.21
H7 1.18 -0.71 -1.10  0.21
H8 -1.06 0.24 2.00  0.21
H9 1.06 -2.56 1.16  0.08
H10 -1.21 -0.92 -0.63  0.21

No. 2
This record from the OMol25 dataset describes C6H10 in the gas phase. The level of theory is wB97M-V/def2-TZVPD.

As for the SMILES: CCC#CCC. Its orbital gap is 10.452 eV. Its spin multiplicity is 1. The total charge is 0. The calculation puts the energy relative to the best compared isomer or geometry (same formula, charge and spin) at 28.3 kcal/mol.

Each line ends with the natural charge from an NBO analysis.
Element x y z (Å)
C1 1.60 2.37 0.08  -0.59
C2 -1.36 -1.47 -0.73  -0.47
C3 -0.21 0.68 0.38  -0.01
C4 -0.67 -2.77 -0.31  -0.59
C5 0.44 1.86 0.96  -0.47
C6 -0.74 -0.28 -0.13  -0.02
H1 0.81 1.62 1.96  0.22
H2 1.24 2.64 -0.91  0.21
H3 0.38 -2.76 -0.62  0.21
H4 -1.34 -1.37 -1.82  0.22
H5 2.36 1.59 -0.03  0.21
H6 -0.30 2.66 1.09  0.22
H7 -0.70 -2.89 0.78  0.21
H8 -1.16 -3.63 -0.77  0.21
H9 2.07 3.25 0.54  0.21
H10 -2.42 -1.50 -0.44  0.22

No. 3
This record from the OMol25 dataset describes a 2-piece molecular cluster, C6H10 overall. The level of theory is wB97M-V/def2-TZVPD.

Its orbital gap is 8.845 eV. Its spin multiplicity is 1. The total charge is 0. The calculation puts the energy relative to the best compared isomer or geometry (same formula, charge and spin) at 118.6 kcal/mol.

Each line ends with the natural charge from an NBO analysis.
Element x y z (Å)
C1 -1.40 1.13 -1.01  -0.18
C2 0.95 0.69 1.02  -0.69
C3 0.16 -0.24 0.20  0.38
C4 -1.72 2.14 -1.60  -0.46
C5 -0.61 -1.18 0.98  -0.72
C6 0.85 -0.76 -0.98  -0.71
H1 -1.51 -0.81 1.53  0.26
H2 1.15 0.09 -1.66  0.25
H3 1.71 0.02 1.39  0.23
H4 1.78 -1.26 -0.77  0.23
H5 0.07 -1.61 1.79  0.23
H6 -2.32 2.88 -2.17  0.23
H7 -1.10 -2.04 0.50  0.24
H8 1.32 1.54 0.53  0.25
H9 0.32 -1.50 -1.63  0.24
H10 0.33 0.91 1.87  0.23

No. 4
This record from the OMol25 dataset describes C6H10 in the gas phase. The level of theory is wB97M-V/def2-TZVPD.

As for the SMILES: CC#CC(C)C. Its orbital gap is 9.787 eV. Its spin multiplicity is 1. The total charge is 0. The calculation puts the energy relative to the best compared isomer or geometry (same formula, charge and spin) at 74.9 kcal/mol.

Each line ends with the natural charge from an NBO analysis.
Element x y z (Å)
C1 1.07 -0.45 -0.36  -0.29
C2 -1.52 1.99 0.70  -0.65
C3 0.58 0.66 0.42  0.02
C4 -0.16 1.51 0.87  -0.06
C5 1.53 -1.69 0.44  -0.60
C6 -0.36 -0.51 -1.06  -0.58
H1 1.88 -0.17 -1.06  0.22
H2 1.79 -2.54 -0.21  0.21
H3 -2.14 1.86 1.59  0.23
H4 -1.57 3.03 0.34  0.23
H5 -1.95 1.31 -0.13  0.18
H6 -0.82 -1.46 -0.81  0.21
H7 2.42 -1.47 1.05  0.22
H8 0.74 -2.01 1.12  0.21
H9 -1.22 0.24 -0.78  0.21
H10 -0.25 -0.32 -2.12  0.22

No. 5
This record from the OMol25 dataset describes C6H10 in the gas phase. The level of theory is wB97M-V/def2-TZVPD.

As for the SMILES: CC1=CCCC1. Its orbital gap is 9.910 eV. Its spin multiplicity is 1. The total charge is 0. The calculation puts the energy relative to the best compared isomer or geometry (same formula, charge and spin) at 1.4 kcal/mol.

Each line ends with the natural charge from an NBO analysis.
Element x y z (Å)
C1 -0.05 1.22 0.01  -0.21
C2 -1.54 -0.61 0.27  -0.39
C3 -0.12 -1.13 -0.01  -0.44
C4 2.22 0.07 0.05  -0.64
C5 0.72 0.13 0.05  0.02
C6 -1.51 0.85 -0.22  -0.43
H1 -1.73 -0.67 1.36  0.20
H2 -2.33 -1.19 -0.22  0.21
H3 0.32 2.24 0.03  0.21
H4 -1.74 0.91 -1.29  0.20
H5 -2.26 1.52 0.21  0.21
H6 2.61 -0.51 0.89  0.21
H7 2.67 1.07 0.07  0.22
H8 -0.05 -1.57 -1.02  0.20
H9 0.22 -1.90 0.69  0.21
H10 2.57 -0.43 -0.87  0.22

No. 6
This record from the OMol25 dataset describes C6H10 in the gas phase. The level of theory is wB97M-V/def2-TZVPD.

As for the SMILES: C[C@H]1C[C@H]2C[C@H]21. Its orbital gap is 10.759 eV. Its spin multiplicity is 1. The total charge is 0. The calculation puts the energy relative to the best compared isomer or geometry (same formula, charge and spin) at 31.5 kcal/mol.

Each line ends with the natural charge from an NBO analysis.
Element x y z (Å)
C1 0.28 0.99 -0.48  -0.22
C2 -1.05 -0.70 -0.21  -0.40
C3 -0.58 1.56 0.60  -0.42
C4 0.47 -0.53 -0.44  -0.20
C5 -1.23 0.79 -0.50  -0.22
C6 1.48 -1.21 0.48  -0.61
H1 1.28 -2.29 0.53  0.21
H2 -1.33 -0.97 0.82  0.20
H3 -0.70 2.64 0.55  0.22
H4 0.89 1.65 -1.10  0.21
H5 2.50 -1.09 0.11  0.21
H6 1.44 -0.81 1.50  0.20
H7 -1.54 -1.40 -0.89  0.21
H8 -0.59 1.17 1.62  0.20
H9 -1.95 1.21 -1.19  0.22
H10 0.67 -0.83 -1.47  0.20